<i>
DFT (ωB97M-V/def2-TZVPD) results for the ion C4H13N2 with charge +2.

Output
Highest occupied orbital energy (spin up / spin down), eV: -20.7 / -20.7
⟨S²⟩: 0.754
LUMO level (spin up / spin down), eV: -7.26 / -12.35

The geometry in ORCA input format:
```
! RIJCOSX wB97M-V def2-TZVPD def2/J DEFGRID3
* xyz 2 2
C -0.06 -1.09 -1.08
C -0.90 -0.86 0.18
C -0.69 0.36 1.16
C 0.56 1.22 1.03
N 1.77 0.49 1.36
N -0.36 -0.05 -2.16
H 1.00 -1.19 -0.87
H -0.42 -2.03 -1.49
H -0.79 -1.74 0.82
H -1.94 -0.92 -0.13
H -1.56 1.00 1.03
H -0.73 -0.02 2.18
H 0.56 2.09 1.70
H 0.68 1.56 -0.01
H 1.65 -0.43 1.80
H 2.58 1.01 1.72
H 0.47 0.32 -2.65
H -0.82 0.75 -1.72
H -0.99 -0.44 -2.86
*
```

<ii>
DFT (ωB97M-V/def2-TZVPD) results for the ion C4H13N2 with charge +2.

Output
Highest occupied orbital energy (spin up / spin down), eV: -20.5 / -20.8
⟨S²⟩: 0.755
LUMO level (spin up / spin down), eV: -7.42 / -12.95

The geometry in ORCA input format:
```
! RIJCOSX wB97M-V def2-TZVPD def2/J DEFGRID3
* xyz 2 2
C 0.03 1.55 0.79
C 0.61 0.08 1.09
C -0.39 -1.06 0.90
C -0.85 -1.53 -0.53
N -0.06 -0.93 -1.69
N 0.52 2.13 -0.35
H 0.44 2.06 1.69
H -1.05 1.46 0.83
H 1.57 -0.09 0.59
H 0.90 0.12 2.14
H -1.35 -0.81 1.36
H -0.05 -1.96 1.42
H -0.59 -2.58 -0.68
H -1.90 -1.30 -0.70
H -0.25 -1.42 -2.57
H 0.93 -1.15 -1.54
H -0.14 0.09 -1.70
H 0.09 3.01 -0.66
H 1.53 2.33 -0.39
*
```

Going by the energies, <i> is most stable and the next is 51.2 kJ/mol up.

<i>
DFT (ωB97M-V/def2-TZVPD) results for a structure of composition C3H4N2.

Output
Highest occupied orbital energy (spin up / spin down), eV: -7.8 / -7.8
LUMO level (spin up / spin down), eV: 0.49 / 0.49

The geometry in ORCA input format:
```
! RIJCOSX wB97M-V def2-TZVPD def2/J DEFGRID3
* xyz 0 1
N 0.49 1.27 0.77
C -0.41 0.59 1.40
C -0.85 -0.36 0.28
C 0.08 0.14 -0.80
N 0.22 -1.13 -0.30
H -1.85 -0.76 0.17
H 0.04 0.44 -1.85
H 1.25 1.23 0.08
H 1.03 -1.42 0.24
*
```

<ii>
DFT (ωB97M-V/def2-TZVPD) results for an isolated molecule of C3H4N2.

Output
Highest occupied orbital energy, eV: -8.9
Structure (SMILES): c1c[nH]cn1
LUMO level, eV: 0.93

The geometry in ORCA input format:
```
! RIJCOSX wB97M-V def2-TZVPD def2/J DEFGRID3
* xyz 0 1
C -0.45 -0.74 0.78
C -1.10 -0.24 -0.31
N -0.20 0.61 -0.88
C 0.98 0.58 -0.13
N 0.87 -0.37 0.77
H -0.94 -1.38 1.50
H -2.14 -0.24 -0.59
H -0.29 1.17 -1.71
H 1.68 1.38 -0.29
*
```

<iii>
DFT (ωB97M-V/def2-TZVPD) results for an isolated molecule of C3H4N2.

Output
Highest occupied orbital energy, eV: -9.1
Structure (SMILES): [H]/N=C(/N)C#C
LUMO level, eV: 0.97

The geometry in ORCA input format:
```
! RIJCOSX wB97M-V def2-TZVPD def2/J DEFGRID3
* xyz 0 1
H -1.69 -1.26 0.07
N -1.62 -0.32 -0.18
C -0.41 0.08 -0.16
N -0.32 1.40 -0.64
C 0.71 -0.69 0.29
C 1.70 -1.19 0.75
H 0.58 1.90 -0.82
H -1.23 1.90 -0.72
H 2.29 -1.81 1.41
*
```

Going by the energies, <ii> is most stable and the next is 187.4 kJ/mol up.

<i>
DFT (ωB97M-V/def2-TZVPD) results for an isolated molecule of C3H4N2.

Output
Highest occupied orbital energy, eV: -9.5
Structure (SMILES): C1=NN=CC1
LUMO level, eV: 0.27

The geometry in ORCA input format:
```
! RIJCOSX wB97M-V def2-TZVPD def2/J DEFGRID3
* xyz 0 1
C 0.01 0.54 -0.93
N 0.18 1.70 -0.27
N 0.37 1.16 0.97
C 0.21 -0.08 1.14
C -0.05 -0.68 -0.23
H -0.39 0.86 -2.02
H -0.14 -0.80 2.18
H -0.90 -1.31 -0.21
H 0.69 -1.40 -0.64
*
```

<ii>
DFT (ωB97M-V/def2-TZVPD) results for an isolated molecule of C3H4N2.

Output
Highest occupied orbital energy, eV: -8.9
Structure (SMILES): c1c[nH]cn1
LUMO level, eV: 0.98

The geometry in ORCA input format:
```
! RIJCOSX wB97M-V def2-TZVPD def2/J DEFGRID3
* xyz 0 1
C -0.04 -0.67 1.07
C 0.83 0.27 0.60
N 0.24 0.83 -0.65
C -0.85 -0.03 -0.84
N -1.01 -1.03 0.10
H -0.02 -1.46 1.91
H 1.84 0.58 0.83
H 0.55 1.38 -1.36
H -1.55 0.15 -1.66
*
```

<iii>
DFT (ωB97M-V/def2-TZVPD) results for an isolated molecule of C3H4N2.

Output
Highest occupied orbital energy, eV: -10.1
Structure (SMILES): C=NCC#N
LUMO level, eV: 0.75

The geometry in ORCA input format:
```
! RIJCOSX wB97M-V def2-TZVPD def2/J DEFGRID3
* xyz 0 1
C -0.24 -0.28 1.46
N 0.76 -0.19 0.69
C 0.56 -0.25 -0.93
C -0.37 0.77 -1.27
N -1.00 1.71 -1.46
H -0.21 -0.36 2.52
H -1.33 -0.20 1.18
H 0.21 -1.29 -1.02
H 1.60 0.08 -1.17
*
```

Going by the energies, <ii> is most stable and the next is 94.9 kJ/mol up.